1.
The following is a quantum chemistry calculation of a structure of composition F2H8HfO4 in a non-equilibrium geometry, from the Open Molecules 2025 dataset.

```
15
Properties=species:S:1:pos:R:3
Hf 4.60199 5.24217 9.41836
F 6.28928 5.87288 4.12517
F 4.21898 2.84873 3.88051
O 1.98062 8.03669 5.80724
H 3.98029 4.79933 4.63095
H 5.14240 5.56086 6.55630
O 4.71791 2.95571 7.74171
H 4.04312 3.55778 4.48534
H 6.08348 1.42982 4.17492
O 4.57695 6.60273 1.78810
H 1.72067 7.65899 1.79185
H 2.69543 1.53905 6.65994
O 2.81383 3.13249 10.73160
H 4.16012 4.98119 6.63064
H 2.65327 7.37404 4.93283
```

Results
Energy above the lowest of the compared OMol25 structures with the same formula, charge and spin: 52.728 eV
Multiplicity: 1
HOMO-LUMO gap: 2.103 eV
DFT total energy: -550.8252 Eh
Total charge: +2
Highest occupied orbital energy: -0.562 Eh
Strongest force on any atom: 0.124 Eh/bohr



2.
The following is a quantum chemistry calculation of a structure of composition F2H8NNa2O8S2 in a non-equilibrium geometry, from the Open Molecules 2025 dataset.

```
23
Properties=species:S:1:pos:R:3
Na 1.36627 0.09555 -1.30465
Na 0.20259 0.37025 0.63317
N -0.14879 -0.54454 -0.78653
S -1.33376 -0.06756 -1.89457
O -2.75089 -0.45549 -1.71272
O -0.76226 0.03803 -3.21684
F -1.30057 1.50100 -1.33642
S -0.40205 -2.05445 -0.96347
O -0.29728 -2.58971 -2.30369
O -1.37729 -2.72829 -0.12900
F 0.93007 -2.41807 -0.19109
O 0.37129 2.15898 0.09319
H 0.32740 2.71214 -0.68677
H 0.76944 2.71712 0.76115
O 2.22048 0.83511 0.27251
H 2.67314 1.21707 -0.47944
H 2.64098 1.23450 1.03401
O -1.43838 0.50821 1.58792
H -2.04729 1.23200 1.73480
H -1.70886 -0.16372 2.21368
O 0.75588 -1.00451 1.89317
H 0.00470 -1.55861 2.10513
H 1.30520 -1.03500 2.67647
```

Results
Energy above the lowest of the compared OMol25 structures with the same formula, charge and spin: 5.797 eV
Multiplicity: 1
HOMO-LUMO gap: 9.635 eV
DFT total energy: -1981.7830 Eh
Total charge: +1
Highest occupied orbital energy: -0.518 Eh
Strongest force on any atom: 0.261 Eh/bohr



3.
The following is a quantum chemistry calculation of a cluster of 2 separate species, F2HISi in total in a non-equilibrium geometry, from the Open Molecules 2025 dataset.

```
5
Properties=species:S:1:pos:R:3
F 0.21407 -1.82420 0.75824
F 1.01309 0.98663 -0.89547
Si -0.10397 -0.52129 1.66091
I -2.19694 0.11148 0.35397
H 1.07375 1.24737 -1.87765
```

Results
Energy above the lowest of the compared OMol25 structures with the same formula, charge and spin: 2.742 eV
Multiplicity: 1
HOMO-LUMO gap: 8.661 eV
DFT total energy: -787.5731 Eh
Highest occupied orbital energy: -0.344 Eh
Strongest force on any atom: 0.077 Eh/bohr



4.
The following is a quantum chemistry calculation of the molecule F2HN in a non-equilibrium geometry, from the Open Molecules 2025 dataset.

```
4
Properties=species:S:1:pos:R:3
F -0.65296 0.61445 0.94810
F 0.05492 -1.24656 -0.30716
N 0.17696 0.00884 0.10401
H 0.42108 0.62327 -0.74495
```

Results
Energy above the lowest of the compared OMol25 structures with the same formula, charge and spin: 1.020 eV
Multiplicity: 1
HOMO-LUMO gap: 10.867 eV
DFT total energy: -254.9035 Eh
Highest occupied orbital energy: -0.354 Eh
SMILES string: FNF
Strongest force on any atom: 0.149 Eh/bohr



5.
The following is a quantum chemistry calculation of the molecule F2HNS in a non-equilibrium geometry, from the Open Molecules 2025 dataset.

```
5
Properties=species:S:1:pos:R:3
N 0.98741 0.05630 -0.29658
F -0.80483 1.66424 0.54122
F -1.23022 -1.23818 0.55065
S -0.45677 0.30610 -0.39351
H 1.50441 -0.78845 -0.40178
```

Results
Energy above the lowest of the compared OMol25 structures with the same formula, charge and spin: 0.937 eV
Multiplicity: 1
HOMO-LUMO gap: 10.517 eV
DFT total energy: -653.1919 Eh
Highest occupied orbital energy: -0.417 Eh
Strongest force on any atom: 0.056 Eh/bohr



6.
The following is a quantum chemistry calculation of the molecule F2HNS in a non-equilibrium geometry, from the Open Molecules 2025 dataset.

```
5
Properties=species:S:1:pos:R:3
N 0.40523 -0.99924 -0.08031
F -1.10616 1.40914 0.78647
F 1.64188 -1.20851 0.33022
S 0.11522 0.51580 -0.22751
H -1.05617 0.28281 -0.80887
```

Results
Energy above the lowest of the compared OMol25 structures with the same formula, charge and spin: 2.664 eV
Multiplicity: 3
HOMO-LUMO gap (spin up / spin down): 8.650 / 7.895 eV
DFT total energy: -653.0059 Eh
Highest occupied orbital energy (spin up / spin down): -0.289 / -0.422 Eh
Strongest force on any atom: 0.149 Eh/bohr